No. 1
The following is a DFT calculation (wB97M-V/def2-TZVPD) of a single C4H11O2P molecule in a non-equilibrium geometry.

Last column: Mulliken charge in e.
Cartesian coordinates (Å):
C  2.13  -1.21  -0.73  -0.87
C  -0.32  2.28  -0.51  -0.45
C  -2.05  -1.10  0.17  -0.76
C  -0.21  0.40  0.89  -0.27
O  -0.62  1.70  0.72  -0.42
O  -0.82  -0.41  -0.08  -0.27
P  1.81  0.13  0.52  0.03
H  1.39  -2.11  -0.76  0.24
H  3.05  -1.61  -0.57  0.41
H  2.00  -0.69  -1.57  0.26
H  -1.24  2.39  -1.06  0.26
H  0.22  1.47  -1.10  0.16
H  0.22  3.20  -0.44  0.23
H  -2.27  -1.19  1.27  0.31
H  -2.01  -2.18  -0.16  0.23
H  -2.84  -0.61  -0.20  0.31
H  2.02  -0.53  1.76  0.02
H  -0.44  0.07  1.87  0.59

Structure (SMILES) ... COC(OC)PC
Total energy ... -650.7285 Ha
HOMO ... -8.4 eV
Net charge ... 0
Relative energy (zero: lowest compared OMol25 entry of this formula, charge and spin) ... 61.3 kcal per mole
Frontier orbital gap ... 9.3 eV
Multiplicity ... 1
Strongest force on any atom ... 6.4 eV Å⁻¹


No. 2
The following is a DFT calculation (wB97M-V/def2-TZVPD) of an isolated ion of composition C4H11O2S and charge +1 in a non-equilibrium geometry.

Last column: Mulliken charge in e.
Cartesian coordinates (Å):
C  0.43  0.39  1.60  -1.02
C  2.38  -0.34  -0.26  -0.94
C  -2.07  0.18  -0.56  -0.54
C  -0.38  -0.34  -1.08  -0.64
O  0.88  1.90  -0.59  -0.63
O  -2.47  -0.43  0.57  -0.43
S  0.76  0.52  -0.14  0.88
H  -0.31  1.07  1.77  0.39
H  1.29  0.54  2.28  0.39
H  -0.02  -0.60  1.62  0.40
H  3.05  0.31  0.33  0.40
H  2.57  -0.39  -1.39  0.38
H  2.12  -1.35  0.29  0.35
H  -2.57  -0.12  -1.49  0.41
H  -1.84  1.16  -0.37  0.44
H  -0.44  -1.45  -0.79  0.36
H  -0.18  -0.09  -2.17  0.45
H  -3.23  -0.96  0.37  0.34

Total energy ... -707.3075 Ha
HOMO ... -14.7 eV
Net charge ... +1
Relative energy (zero: lowest compared OMol25 entry of this formula, charge and spin) ... 50.6 kcal per mole
Frontier orbital gap ... 11.7 eV
Multiplicity ... 1
Strongest force on any atom ... 4.1 eV Å⁻¹


No. 3
The following is a DFT calculation (wB97M-V/def2-TZVPD) of a 2-piece molecular cluster, C4H11O2S2 overall in a non-equilibrium geometry.

Last column: Mulliken charge in e.
Cartesian coordinates (Å):
C  0.21  0.60  -0.65  -0.44
C  -1.14  1.62  -0.28  -0.26
O  -1.46  2.41  -1.32  -0.91
C  -0.27  -0.79  -0.46  -0.70
S  0.99  -2.20  -1.01  -0.17
S  1.18  -3.68  0.42  -0.13
C  2.65  -3.20  1.48  -0.90
H  0.35  0.99  -1.70  0.18
H  0.88  1.07  0.06  0.27
H  -0.54  2.32  0.51  0.08
H  -1.87  0.95  0.09  0.29
H  -0.56  -1.10  0.60  0.36
H  -1.22  -1.12  -0.96  0.43
H  2.92  -4.13  1.72  0.33
H  2.28  -2.84  2.41  0.30
H  3.45  -2.82  0.85  0.31
H  -2.83  3.24  -0.86  0.41
H  -2.04  4.45  -0.54  0.29
O  -2.96  4.23  -0.35  -0.75

Total energy ... -1105.7968 Ha
HOMO ... -3.4 eV
Net charge ... -1
Relative energy (zero: lowest compared OMol25 entry of this formula, charge and spin) ... 56.3 kcal per mole
Frontier orbital gap ... 6.1 eV
Multiplicity ... 1
Strongest force on any atom ... 5.2 eV Å⁻¹


No. 4
The following is a DFT calculation (wB97M-V/def2-TZVPD) of C4H11O3 as an isolated structure in a non-equilibrium geometry.

Last column: Mulliken charge in e.
Cartesian coordinates (Å):
C  1.47  0.65  2.99  -0.41
O  0.34  0.31  3.60  -0.82
C  1.48  0.01  1.55  -0.22
C  0.18  0.04  0.98  0.19
C  -0.03  -0.51  -0.40  -1.33
O  -2.60  -0.89  -2.82  -0.83
H  2.38  0.28  3.49  0.27
H  1.57  1.75  2.81  0.21
H  2.24  -0.23  0.81  0.39
H  0.54  -0.90  1.72  0.18
H  -0.65  0.51  1.49  0.45
H  0.75  -1.23  -0.67  0.25
H  0.16  0.26  -1.15  0.37
H  -0.95  -1.05  -0.59  0.44
H  -3.18  -0.26  -2.38  0.23
H  -1.16  0.98  -4.47  0.18
H  -1.74  -0.25  -3.22  0.41
O  -0.80  0.54  -3.72  -0.98

Total energy ... -384.5789 Ha
HOMO ... -4.1 eV
Net charge ... -1
Relative energy (zero: lowest compared OMol25 entry of this formula, charge and spin) ... 109.7 kcal per mole
Frontier orbital gap ... 6.6 eV
Multiplicity ... 1
Strongest force on any atom ... 3.2 eV Å⁻¹


No. 5
The following is a DFT calculation (wB97M-V/def2-TZVPD) of an isolated ion of composition C4H11O3P2 and charge +1 in a non-equilibrium geometry.

Last column: Mulliken charge in e.
Cartesian coordinates (Å):
C  -1.83  0.51  -0.01  -0.73
C  -1.06  1.40  0.94  -0.25
C  -1.24  0.54  -1.52  -0.29
C  0.51  -2.12  0.91  -0.48
O  0.38  1.02  1.03  -0.28
O  0.25  0.46  -1.53  -0.33
O  1.46  -1.36  0.17  -0.38
P  3.15  0.88  -0.69  -0.11
P  1.09  0.41  -0.23  0.86
H  -1.88  -0.45  0.37  0.24
H  -2.83  0.68  -0.08  0.50
H  -1.09  2.50  0.60  0.28
H  -1.31  1.31  2.08  0.30
H  -1.47  -0.31  -2.13  0.33
H  -1.57  1.49  -1.98  0.32
H  1.00  -3.05  1.04  0.30
H  -0.39  -2.14  0.37  0.23
H  0.29  -1.64  1.94  0.23
H  3.05  -0.17  -1.56  0.14
H  3.47  0.05  0.29  0.13

Total energy ... -1067.1585 Ha
HOMO ... -14.5 eV
Net charge ... +1
Relative energy (zero: lowest compared OMol25 entry of this formula, charge and spin) ... 34.2 kcal per mole
Frontier orbital gap ... 11.4 eV
Multiplicity ... 1
Strongest force on any atom ... 5.6 eV Å⁻¹


No. 6
The following is a DFT calculation (wB97M-V/def2-TZVPD) of a 3-piece molecular cluster, C4H11O4 overall in a non-equilibrium geometry.

Last column: Mulliken charge in e.
Cartesian coordinates (Å):
C  -1.51  0.28  0.33  -0.28
O  -2.61  -0.21  0.92  -0.88
C  -0.53  -0.95  0.07  -0.61
C  0.72  -0.59  -0.77  -0.48
C  1.51  0.55  -0.30  0.16
O  2.71  0.64  -0.13  -0.63
H  -1.62  0.76  -0.71  0.14
H  -1.01  1.01  0.99  0.14
H  -0.23  -1.25  1.08  0.27
H  -1.07  -1.68  -0.50  0.30
H  0.26  -0.23  -1.71  0.28
H  1.33  -1.49  -0.94  0.25
H  0.92  1.47  -0.10  0.36
H  -4.83  1.41  2.01  0.24
H  -3.59  0.99  1.04  0.44
O  -4.05  1.77  1.53  -0.73
H  5.18  -0.50  -1.24  0.28
H  3.79  -0.74  -0.65  0.45
O  4.61  -1.21  -0.91  -0.71

Total energy ... -459.9677 Ha
HOMO ... -3.5 eV
Net charge ... -1
Relative energy (zero: lowest compared OMol25 entry of this formula, charge and spin) ... 51.9 kcal per mole
Frontier orbital gap ... 6.9 eV
Multiplicity ... 1
Strongest force on any atom ... 2.4 eV Å⁻¹


> Which formula does entry 6 have?

C4H11O4


What did the fourth record say?
The following is a DFT calculation (wB97M-V/def2-TZVPD) of C4H11O3 as an isolated structure in a non-equilibrium geometry.

Last column: Mulliken charge in e.
Cartesian coordinates (Å):
C  1.47  0.65  2.99  -0.41
O  0.34  0.31  3.60  -0.82
C  1.48  0.01  1.55  -0.22
C  0.18  0.04  0.98  0.19
C  -0.03  -0.51  -0.40  -1.33
O  -2.60  -0.89  -2.82  -0.83
H  2.38  0.28  3.49  0.27
H  1.57  1.75  2.81  0.21
H  2.24  -0.23  0.81  0.39
H  0.54  -0.90  1.72  0.18
H  -0.65  0.51  1.49  0.45
H  0.75  -1.23  -0.67  0.25
H  0.16  0.26  -1.15  0.37
H  -0.95  -1.05  -0.59  0.44
H  -3.18  -0.26  -2.38  0.23
H  -1.16  0.98  -4.47  0.18
H  -1.74  -0.25  -3.22  0.41
O  -0.80  0.54  -3.72  -0.98

Total energy ... -384.5789 Ha
HOMO ... -4.1 eV
Net charge ... -1
Relative energy (zero: lowest compared OMol25 entry of this formula, charge and spin) ... 109.7 kcal per mole
Frontier orbital gap ... 6.6 eV
Multiplicity ... 1
Strongest force on any atom ... 3.2 eV Å⁻¹